No. 1
The following is a quantum chemistry calculation of one molecule with the formula C6H4O, from OMol25.

Last column: Mulliken charge in e.
Element x y z (Å)
C 2.70 0.39 0.17  -0.205
C 1.63 0.20 0.70  -0.154
C 0.22 0.01 0.79  0.064
C -0.65 0.92 0.26  -0.279
C -1.62 0.18 -0.46  -0.387
C -1.33 -1.13 -0.24  -0.353
O -0.23 -1.26 0.54  -0.281
H 3.58 0.55 -0.40  0.394
H -0.48 1.99 0.29  0.427
H -2.34 0.57 -1.16  0.369
H -1.78 -2.06 -0.57  0.403

Output
- relative energy (zero: lowest compared OMol25 entry of this formula, charge and spin) (kcal per mole) = 36.9
- F_max (eV/A) = 0.6
- SMILES = C#Cc1ccco1
- lowest unoccupied orbital energy (eV) = 0.95
- calculated total energy (hartree) = -306.152776

***

No. 2
The following is a quantum chemistry calculation of a 12-piece molecular cluster, C69H48F24O21 overall in a non-equilibrium geometry, from OMol25.

Last column: Mulliken charge in e.
Element x y z (Å)
F -9.39 -16.73 23.24  -0.255
C -8.82 -16.96 24.44  0.017
F -9.22 -18.20 24.82  -0.284
C -7.29 -16.93 24.36  1.109
F -6.73 -17.03 25.53  -0.324
F -6.91 -15.83 23.83  -0.133
C -6.85 -18.14 23.37  -1.215
O -5.43 -18.53 23.45  -0.430
C -4.65 -17.88 22.40  0.420
F -5.17 -18.20 21.24  -0.295
F -4.77 -16.55 22.54  0.006
C -3.09 -18.20 22.60  0.711
F -2.91 -19.58 22.56  -0.330
F -2.35 -17.55 21.69  -0.073
H -9.12 -16.11 25.05  0.362
H -7.29 -18.10 22.38  0.472
H -7.20 -19.11 23.73  0.497
H -2.79 -17.92 23.61  -0.180
F -4.57 -17.78 30.21  -0.289
C -4.13 -18.14 29.01  -0.024
F -4.41 -17.10 28.11  -0.139
C -2.68 -18.69 29.06  0.975
F -2.36 -18.97 27.79  -0.202
F -2.65 -19.84 29.74  -0.326
C -1.72 -17.73 29.69  -0.960
O -1.78 -16.34 29.30  -0.386
C -0.86 -15.99 28.25  0.763
F 0.38 -16.30 28.63  -0.313
F -1.15 -16.66 27.09  0.055
C -0.89 -14.46 28.09  -0.020
F -0.30 -13.90 29.06  -0.302
F -0.27 -14.07 27.00  -0.046
H -4.75 -18.91 28.55  0.254
H -0.79 -18.27 29.57  0.373
H -1.92 -17.71 30.77  0.474
H -1.96 -14.26 27.99  0.161
F 1.67 -14.35 21.77  -0.101
C 0.30 -14.59 21.82  0.181
F 0.20 -15.65 21.04  -0.207
C -0.42 -14.84 23.22  1.351
F -1.70 -15.32 23.15  -0.091
F -0.46 -13.73 23.86  -0.057
C 0.52 -15.71 24.08  -0.191
O 0.66 -17.07 23.59  0.067
C 0.66 -18.04 24.59  0.667
F 1.22 -17.68 25.69  -0.221
F -0.66 -18.14 24.88  -0.160
C 1.23 -19.40 24.12  0.041
F 0.83 -20.42 24.88  -0.317
F 1.03 -19.56 22.82  -0.160
H -0.19 -13.73 21.35  -0.180
H 0.18 -15.66 25.11  -0.383
H 1.54 -15.33 24.11  -0.377
H 2.32 -19.36 24.12  0.260
O 3.60 -15.42 17.69  -0.417
C 2.44 -15.34 17.21  0.074
C 1.25 -14.93 18.09  -0.075
C -0.05 -14.82 17.70  0.575
C -0.50 -15.01 16.36  0.102
O -1.67 -14.90 16.06  -0.563
C 0.67 -15.28 15.46  -0.493
C 1.95 -15.52 15.81  -0.685
H 1.61 -14.75 19.09  0.083
H -0.67 -14.57 18.54  0.483
H 0.32 -15.39 14.45  0.389
H 2.67 -15.73 15.04  0.456
O 8.52 -14.94 23.33  -0.602
C 7.27 -14.73 23.42  -0.160
C 6.75 -13.40 23.59  -0.140
C 5.55 -13.09 23.94  -0.408
C 4.52 -14.10 24.29  0.622
O 3.46 -13.70 24.74  -0.492
C 4.91 -15.49 23.94  -0.162
C 6.18 -15.75 23.52  -0.319
H 7.38 -12.58 23.29  0.420
H 5.51 -12.03 24.16  0.421
H 4.23 -16.29 23.72  0.468
H 6.44 -16.76 23.22  0.387
O 3.95 -11.04 19.20  -0.574
C 4.53 -12.11 19.40  -0.044
C 5.64 -12.70 18.58  -0.451
C 6.24 -13.93 18.83  -0.567
C 5.93 -14.81 19.92  0.155
O 6.66 -15.69 20.25  -0.595
C 4.76 -14.30 20.63  0.543
C 4.14 -13.13 20.35  -0.303
H 5.97 -12.04 17.79  0.432
H 7.00 -14.29 18.15  0.470
H 4.26 -14.87 21.40  0.553
H 3.31 -12.84 20.97  0.385
O -7.86 -14.99 19.74  -0.581
C -6.68 -14.75 19.91  0.016
C -5.59 -15.30 19.20  -0.539
C -4.27 -14.89 19.33  -0.260
C -3.75 -13.94 20.31  0.438
O -2.64 -13.47 20.29  -0.400
C -4.87 -13.52 21.22  -0.124
C -6.21 -13.84 20.96  -0.092
H -5.87 -16.00 18.43  0.421
H -3.43 -15.37 18.86  0.462
H -4.67 -13.02 22.16  0.161
H -6.87 -13.44 21.71  0.411
O 5.31 -23.12 21.91  -0.547
C 4.23 -23.40 22.47  0.312
C 4.03 -24.36 23.56  -0.457
C 3.00 -24.43 24.41  -0.440
C 1.76 -23.64 24.14  0.467
O 0.74 -24.05 24.74  -0.553
C 1.89 -22.77 23.01  -0.399
C 3.00 -22.70 22.27  -0.090
H 4.85 -25.02 23.82  0.354
H 2.93 -25.20 25.17  0.416
H 1.04 -22.12 22.82  0.520
H 3.00 -22.08 21.39  0.436
O 4.46 -18.86 22.67  -0.754
C 4.33 -19.13 21.47  0.965
C 3.26 -18.67 20.51  -0.672
C 3.18 -19.03 19.22  -0.161
C 4.18 -19.92 18.56  0.029
O 4.15 -20.16 17.33  -0.600
C 5.21 -20.32 19.46  -0.518
C 5.33 -19.95 20.82  -0.467
H 2.46 -18.07 20.92  0.625
H 2.27 -18.73 18.72  0.533
H 5.97 -20.97 19.05  0.471
H 6.11 -20.29 21.49  0.525
O 0.18 -11.98 19.72  -0.127
C -0.02 -10.79 19.96  0.360
C -1.07 -10.36 20.88  -0.007
C -1.23 -9.12 21.30  -0.335
C -0.47 -8.02 20.78  0.015
O -0.49 -6.91 21.22  -0.578
C 0.37 -8.37 19.66  -0.408
C 0.60 -9.63 19.29  -0.651
H -1.65 -10.99 21.54  0.488
H -2.06 -8.97 21.98  0.495
H 0.86 -7.55 19.14  0.424
H 1.33 -9.87 18.54  0.376
O -1.52 -11.15 26.63  -0.585
C -0.72 -10.51 25.95  0.700
C -0.87 -9.11 25.58  -0.509
C -0.09 -8.52 24.66  -0.515
C 1.12 -9.13 23.98  -0.001
O 1.72 -8.68 22.99  -0.572
C 1.33 -10.52 24.46  -0.490
C 0.50 -11.15 25.36  0.039
H -1.71 -8.52 25.90  0.438
H -0.30 -7.53 24.29  0.411
H 2.14 -11.03 23.96  0.617
H 0.61 -12.22 25.43  0.420
O -6.40 -10.53 24.06  -0.612
C -5.82 -11.51 24.52  -0.073
C -6.45 -12.70 25.04  -0.289
C -5.85 -13.80 25.53  -0.427
C -4.32 -13.90 25.58  -0.159
O -3.63 -14.72 26.23  -0.272
C -3.70 -12.75 24.95  0.675
C -4.38 -11.67 24.43  -0.703
H -7.53 -12.72 25.00  0.371
H -6.51 -14.55 25.94  0.585
H -2.62 -12.72 24.89  0.322
H -3.77 -10.86 24.05  0.455

Output
- F_max (eV/A) = 5.8
- SMILES = FC(F)C(F)(F)COC(F)(F)C(F)F.FC(F)C(F)(F)COC(F)(F)C(F)F.FC(F)C(F)(F)COC(F)(F)C(F)F.O=C1C=CC(=O)C=C1.O=C1C=CC(=O)C=C1.O=C1C=CC(=O)C=C1.O=C1C=CC(=O)C=C1.O=C1C=CC(=O)C=C1.O=C1C=CC(=O)C=C1.O=C1C=CC(=O)C=C1.O=C1C=CC(=O)C=C1.O=C1C=CC(=O)C=C1
- lowest unoccupied orbital energy (eV) = -2.27
- calculated total energy (hartree) = -6634.403615

***

No. 3
The following is a quantum chemistry calculation of CuH20O22S3Zn2 as an isolated structure in a non-equilibrium geometry, from OMol25.

Last column: Mulliken spin population.
Element x y z (Å)
Zn -5.65 14.21 0.05  -0.002
Zn -9.18 10.34 3.00  0.000
Cu -9.89 13.24 -1.79  0.000
S -3.11 13.65 0.57  -0.093
O -4.31 13.15 1.25  0.034
O -2.31 12.49 0.16  0.524
O -3.75 14.34 -0.59  0.161
O -2.35 14.53 1.41  0.374
S -8.44 12.86 1.04  0.000
O -8.27 11.72 1.99  0.000
O -7.24 13.68 1.03  0.001
O -8.59 12.34 -0.35  0.000
O -9.61 13.65 1.42  0.000
S -7.78 15.97 -1.73  0.000
O -8.01 17.13 -0.84  0.000
O -8.95 15.08 -1.56  0.000
O -7.62 16.40 -3.10  0.000
O -6.55 15.23 -1.30  0.003
O -5.47 10.91 2.09  0.000
H -4.91 11.72 2.00  -0.001
H -6.33 11.18 1.77  0.000
O -11.60 13.80 -0.50  0.000
H -12.41 14.31 -0.41  0.000
H -11.27 13.69 0.41  0.000
O -10.91 10.60 1.81  0.000
H -11.18 10.24 0.95  0.000
H -11.68 11.05 2.16  0.000
O -9.82 11.92 4.13  0.000
H -9.34 12.09 4.94  0.000
H -10.38 12.74 3.98  0.000
O -5.97 12.56 -1.21  -0.001
H -5.57 11.93 -1.82  0.000
H -6.90 12.29 -1.14  0.000
O -7.50 10.33 4.35  0.000
H -7.12 9.88 5.11  0.000
H -6.87 11.04 4.12  0.000
O -5.53 15.87 1.36  0.000
H -6.35 16.38 1.38  0.000
H -5.05 16.12 2.15  0.000
O -9.92 16.51 0.98  0.000
H -9.71 15.58 0.86  0.000
H -9.23 16.97 0.44  0.000
O -8.42 9.64 -0.12  0.000
H -7.47 9.45 -0.05  0.000
H -8.46 10.62 -0.16  0.000
O -11.29 14.17 3.26  0.000
H -10.61 14.27 2.54  0.000
H -11.82 14.97 3.23  0.000

Output
- spin multiplicity = 2
- F_max (eV/A) = 3.4
- lowest unoccupied orbital energy (spin up / spin down) (eV) = -3.32 / -3.86
- calculated total energy (hartree) = -8061.028585

***

No. 4
The following is a quantum chemistry calculation of a 2-piece molecular cluster, Cl2O2S overall in a non-equilibrium geometry, from OMol25.

Last column: Mulliken charge in e.
Element x y z (Å)
O 0.39 0.86 2.48  -0.286
O 0.03 1.15 -2.05  -0.343
S -1.04 0.71 -1.16  0.445
Cl 0.19 -0.08 1.23  0.267
Cl -1.23 -1.24 -1.20  -0.083

Output
- relative energy (zero: lowest compared OMol25 entry of this formula, charge and spin) (kcal per mole) = 72.1
- F_max (eV/A) = 1.9
- lowest unoccupied orbital energy (spin up / spin down) (eV) = -1.68 / -2.37
- calculated total energy (hartree) = -1468.892543

***

No. 5
The following is a quantum chemistry calculation of C16H21F12NiO9 as an isolated structure in a non-equilibrium geometry, from OMol25.

Last column: Mulliken spin population.
Element x y z (Å)
Ni 0.40 -0.24 -3.24  1.728
O 0.81 0.04 -1.46  0.239
H 1.20 0.24 -0.60  0.010
C -3.48 1.29 5.55  0.000
C -3.29 0.19 4.54  0.000
O -1.92 0.10 4.15  0.000
C -1.56 -0.64 3.12  0.000
O -2.34 -1.29 2.47  0.000
C -0.07 -0.62 2.76  0.001
F 0.59 0.21 3.59  0.000
F 0.49 -1.82 2.77  0.000
F 0.07 -0.10 1.53  -0.004
H -3.17 2.26 5.17  0.000
H -2.92 0.97 6.43  0.000
H -4.55 1.37 5.73  0.000
H -4.01 0.30 3.73  0.000
H -3.59 -0.77 4.99  0.000
C -2.42 0.93 -0.19  0.007
C -2.97 -0.41 -0.65  0.000
O -3.60 -0.30 -1.93  0.000
C -2.92 -0.46 -3.02  0.002
O -1.72 -0.69 -3.08  0.011
C -3.77 -0.19 -4.29  0.000
F -5.04 0.02 -3.98  0.000
F -3.23 0.86 -4.91  0.000
F -3.67 -1.25 -5.09  0.000
H -1.59 1.20 -0.85  -0.006
H -2.03 0.87 0.82  0.000
H -3.24 1.64 -0.15  0.000
H -3.63 -0.85 0.09  0.000
H -2.07 -1.03 -0.68  -0.001
C 2.08 -3.53 0.60  0.000
C 1.90 -2.77 -0.71  0.000
O 1.95 -3.72 -1.77  -0.001
C 1.44 -3.37 -2.94  0.000
O 0.89 -2.31 -3.13  0.019
C 1.58 -4.39 -4.06  -0.001
F 0.38 -4.87 -4.32  0.000
F 2.05 -3.76 -5.14  0.000
F 2.44 -5.37 -3.81  0.000
H 1.22 -4.14 0.87  0.000
H 2.16 -2.81 1.41  0.000
H 2.97 -4.15 0.52  0.000
H 2.79 -2.15 -0.82  0.000
H 1.00 -2.17 -0.73  -0.004
C 4.43 3.59 -1.88  0.000
C 3.76 2.68 -0.83  0.006
O 3.16 3.57 0.11  0.000
C 2.62 3.06 1.22  -0.001
O 2.77 1.95 1.63  0.000
C 1.79 4.12 1.96  0.000
F 2.11 4.11 3.25  0.000
F 1.99 5.35 1.48  0.000
F 0.49 3.83 1.84  0.000
H 4.95 4.43 -1.42  0.000
H 3.69 3.91 -2.61  0.000
H 5.15 2.95 -2.40  0.000
H 4.48 2.03 -0.33  0.000
H 3.00 2.07 -1.31  -0.006

Output
- charge = +1
- spin multiplicity = 3
- relative energy (zero: lowest compared OMol25 entry of this formula, charge and spin) (kcal per mole) = 43.1
- F_max (eV/A) = 3.5
- lowest unoccupied orbital energy (spin up / spin down) (eV) = -4.96 / -5.69
- calculated total energy (hartree) = -4005.887519

***

No. 6
The following is a quantum chemistry calculation of C31H24Cl2KN2O4P as an isolated structure, from OMol25.

Last column: Mulliken charge in e.
Element x y z (Å)
K 0.82 -2.50 -0.22  1.073
Cl 5.02 -1.93 5.91  -0.296
C 3.73 -1.81 4.72  0.218
C 2.40 -1.84 5.15  -0.602
C 1.38 -1.74 4.24  0.333
Cl -0.27 -1.78 4.80  -0.268
C 1.59 -1.64 2.80  -0.372
O 0.62 -1.63 2.02  -0.152
C 2.99 -1.56 2.43  1.234
C 3.46 -1.33 1.05  -0.375
O 2.78 -1.13 0.07  -0.483
C 4.00 -1.66 3.39  -0.965
H 2.17 -1.94 6.20  0.392
H 4.57 -1.34 0.96  0.114
H 5.03 -1.62 3.06  0.293
O 0.02 -1.92 -2.53  -0.726
C 0.48 -0.85 -2.81  0.638
C 0.60 0.36 -3.36  0.543
C 0.90 0.46 -4.79  -1.573
C 1.12 1.66 -5.38  -0.112
C 1.10 2.89 -4.66  -1.206
C 0.84 2.81 -3.30  -0.097
C 0.61 1.63 -2.60  -0.096
P 0.55 1.50 -0.83  0.649
C 0.70 3.25 -0.24  -0.409
C 1.97 3.66 0.15  -0.262
C 2.20 4.95 0.60  -0.574
C 1.16 5.86 0.66  -0.394
C -0.12 5.46 0.27  -0.649
C -0.34 4.17 -0.18  0.163
C -1.23 1.22 -0.44  0.384
C -2.23 1.35 -1.40  -0.161
C -3.57 1.14 -1.07  -0.749
C -3.92 0.80 0.23  -0.336
C -2.92 0.65 1.19  -0.594
C -1.59 0.84 0.85  -0.413
H 0.94 -0.45 -5.38  0.411
H 1.33 1.67 -6.45  0.308
H 1.29 3.84 -5.15  0.383
H 0.85 3.73 -2.72  0.243
H 2.79 2.94 0.12  0.407
H 3.20 5.24 0.90  0.369
H 1.33 6.87 1.02  0.345
H -0.94 6.16 0.32  0.375
H -1.34 3.87 -0.48  0.371
H -1.95 1.62 -2.41  0.385
H -4.33 1.24 -1.83  0.353
H -4.95 0.62 0.48  0.363
H -3.18 0.36 2.20  0.381
H -0.82 0.66 1.59  0.211
N -2.70 -2.66 0.71  0.133
C -4.01 -2.95 0.55  -0.462
C -4.31 -2.71 -0.77  -1.002
C -3.09 -2.27 -1.32  -0.357
N -2.13 -2.25 -0.42  0.423
H -2.14 -2.72 1.54  0.029
H -4.60 -3.31 1.38  0.459
H -5.26 -2.84 -1.25  0.375
H -2.86 -1.98 -2.34  0.485
C -0.36 -5.22 0.68  -0.270
C 0.72 -5.48 -0.46  -0.639
O 1.75 -4.82 -0.26  -0.632
H -0.49 -6.18 1.18  0.457
H -1.32 -4.97 0.22  0.040
H -0.07 -4.46 1.43  -0.114

Output
- charge = -2
- F_max (eV/A) = 0.9
- lowest unoccupied orbital energy (eV) = 4.03
- calculated total energy (hartree) = -3467.787227